(1)
Molecular formula: C8H13NO
Method: DFT, the ωB97M-V functional and the def2-TZVPD basis

Properties
DFT total energy = -12039.42543 eV
Kohn-Sham gap (spin up / spin down) = 8.26 / 8.26 eV
2S+1 = 1

Last column: Löwdin charge in e.
Positions of all 23 atoms, in Å:
C  -1.30  -1.31  -0.16  -0.5394
C  -2.33  -0.45  0.55  -0.0238
C  -0.56  -2.26  0.67  -0.0555
O  -1.86  -1.82  -1.33  0.0028
C  -0.08  -0.12  -0.74  -0.1231
C  0.09  0.32  -1.87  0.1508
H  -1.22  -2.41  -1.76  0.1083
H  -3.15  -1.09  0.87  0.0920
H  -1.88  0.02  1.42  0.0900
H  -2.72  0.31  -0.13  0.0898
H  -0.08  -3.06  0.10  0.0918
H  -1.15  -2.65  1.50  0.0933
H  0.31  -1.67  1.21  0.0410
H  0.28  0.69  -2.85  0.0478
C  1.20  1.89  0.57  -0.2180
C  2.41  2.20  -0.31  -0.0933
C  0.99  0.42  0.68  -0.3437
N  1.30  -0.45  1.45  0.1569
H  1.35  2.28  1.58  0.1137
H  0.30  2.34  0.15  0.1066
H  2.28  1.76  -1.30  0.0577
H  3.31  1.79  0.13  0.0798
H  2.52  3.27  -0.43  0.0744

(2)
Molecular formula: C50H131N7O19
Method: DFT, the ωB97M-V functional and the def2-TZVPD basis

Properties
SMILES string = COCCNCCOC.COCCNCCOC.COCCNCCOC.COCCNCCOC.COCCNCCOC.COCCNCCOC.COCCNCCOC.CCO.CCO.CCO.CCO.O
DFT total energy = -103297.14877 eV
Kohn-Sham gap = 8.85 eV
2S+1 = 1

Last column: Löwdin charge in e.
Positions of all 207 atoms, in Å:
C  4.11  -0.17  7.64  -0.1519
O  4.22  0.42  6.41  -0.1911
C  4.59  -0.45  5.38  -0.2265
C  4.94  0.35  4.12  -0.2151
N  3.82  1.11  3.67  -0.0466
C  2.82  0.34  2.96  -0.2143
C  1.97  1.30  2.17  -0.2070
O  2.77  2.12  1.31  -0.2258
C  3.20  1.56  0.06  -0.0571
H  3.63  0.53  8.32  0.0844
H  5.16  -0.33  8.00  0.0945
H  3.57  -1.15  7.68  0.0840
H  3.80  -1.19  5.23  0.1144
H  5.52  -1.00  5.70  0.1320
H  5.36  -0.43  3.46  0.1068
H  5.70  1.09  4.32  0.1218
H  4.13  1.80  2.99  0.1102
H  2.24  -0.25  3.66  0.1130
H  3.35  -0.30  2.26  0.0963
H  1.37  1.98  2.83  0.1350
H  1.20  0.76  1.61  0.1023
H  3.65  0.60  0.31  0.0734
H  3.94  2.22  -0.39  0.0843
H  2.33  1.35  -0.63  0.0912
C  -0.87  -6.17  3.04  -0.0889
O  0.22  -5.57  3.79  -0.2239
C  0.61  -6.31  4.94  -0.2432
C  1.75  -5.60  5.57  -0.1901
N  1.53  -4.18  5.96  -0.0456
C  0.52  -3.95  6.90  -0.2191
C  0.34  -2.38  7.04  -0.2140
O  0.00  -1.82  5.82  -0.2037
C  -0.22  -0.46  5.87  -0.1093
H  -1.12  -5.47  2.26  0.0644
H  -1.78  -6.30  3.66  0.0921
H  -0.57  -7.13  2.61  0.0802
H  0.83  -7.38  4.70  0.1335
H  -0.30  -6.27  5.58  0.1175
H  2.62  -5.68  4.90  0.1104
H  2.07  -6.25  6.40  0.1240
H  1.27  -3.66  5.13  0.0775
H  0.73  -4.31  7.90  0.1190
H  -0.44  -4.34  6.56  0.1045
H  1.38  -2.07  7.31  0.1121
H  -0.40  -2.10  7.83  0.1306
H  -0.63  -0.19  4.90  0.0707
H  0.65  0.16  6.12  0.0999
H  -1.02  -0.32  6.62  0.0939
C  -6.73  2.30  -0.42  -0.0748
O  -5.85  1.98  0.66  -0.1689
C  -4.51  2.19  0.27  -0.2483
C  -3.66  2.22  1.46  -0.1914
N  -3.71  0.88  2.17  -0.0338
C  -2.96  0.94  3.46  -0.2045
C  -3.33  -0.26  4.29  -0.2344
O  -2.89  -1.43  3.63  -0.2072
C  -3.16  -2.60  4.36  -0.0989
H  -6.67  3.34  -0.71  0.0721
H  -7.75  2.05  -0.12  0.0937
H  -6.49  1.66  -1.25  0.0637
H  -4.41  3.12  -0.29  0.1102
H  -4.21  1.38  -0.41  0.1081
H  -3.98  3.00  2.19  0.1212
H  -2.60  2.39  1.23  0.1077
H  -4.68  0.62  2.34  0.0992
H  -3.12  1.89  4.00  0.1210
H  -1.91  0.93  3.16  0.1016
H  -4.42  -0.27  4.37  0.1240
H  -2.88  -0.23  5.28  0.1048
H  -4.27  -2.70  4.41  0.0970
H  -2.73  -2.71  5.35  0.0779
H  -2.80  -3.44  3.74  0.0872
C  0.84  5.94  -9.63  -0.1373
O  0.32  6.76  -8.61  -0.2009
C  -0.57  6.05  -7.67  -0.1583
C  0.32  5.10  -6.82  -0.2269
N  -0.34  4.70  -5.60  -0.0559
C  -1.40  3.69  -5.83  -0.1915
C  -2.18  3.47  -4.54  -0.2026
O  -2.96  4.67  -4.29  -0.1829
C  -3.63  4.66  -3.07  -0.1248
H  0.06  5.49  -10.27  0.0924
H  1.53  5.15  -9.23  0.0883
H  1.45  6.57  -10.27  0.0830
H  -1.42  5.51  -8.12  0.1175
H  -0.97  6.83  -7.03  0.1174
H  1.19  5.71  -6.61  0.1172
H  0.69  4.32  -7.47  0.1048
H  -0.62  5.51  -5.07  0.1186
H  -0.87  2.75  -6.06  0.1254
H  -2.13  3.80  -6.62  0.1114
H  -1.40  3.32  -3.77  0.1010
H  -2.83  2.59  -4.61  0.1254
H  -2.97  4.78  -2.19  0.0852
H  -4.26  3.75  -2.89  0.0923
H  -4.31  5.53  -3.09  0.0835
C  4.17  0.20  -5.05  -0.0727
O  3.89  -0.74  -3.99  -0.2027
C  3.28  -1.92  -4.37  -0.2817
C  2.93  -2.66  -3.12  -0.1924
N  4.15  -2.88  -2.27  -0.0322
C  3.78  -3.58  -1.07  -0.2384
C  4.99  -3.69  -0.16  -0.2206
O  5.40  -2.36  0.20  -0.2133
C  6.43  -2.34  1.18  -0.1043
H  3.26  0.72  -5.35  0.0675
H  4.67  -0.25  -5.94  0.0947
H  4.85  0.93  -4.63  0.0780
H  4.02  -2.50  -4.98  0.1384
H  2.35  -1.75  -4.90  0.1158
H  2.55  -3.59  -3.52  0.1114
H  2.05  -2.18  -2.60  0.1283
H  4.64  -2.01  -2.06  0.1085
H  3.50  -4.60  -1.41  0.1249
H  2.94  -3.12  -0.54  0.1023
H  5.79  -4.25  -0.69  0.1379
H  4.75  -4.27  0.73  0.0854
H  7.27  -2.93  0.84  0.0821
H  6.00  -2.77  2.13  0.0920
H  6.70  -1.30  1.38  0.0836
C  2.32  -3.05  2.15  -0.0760
O  1.42  -2.03  1.69  -0.2039
C  0.06  -2.52  1.85  -0.1827
C  -0.87  -1.50  1.27  -0.2012
N  -0.54  -1.36  -0.14  -0.0752
C  -1.35  -0.28  -0.68  -0.1981
C  -0.99  0.03  -2.12  -0.2096
O  0.31  0.62  -2.09  -0.2113
C  0.63  1.02  -3.41  -0.0886
H  2.12  -4.06  1.75  0.0866
H  2.17  -3.09  3.25  0.0835
H  3.32  -2.70  1.91  0.0672
H  -0.17  -2.78  2.88  0.1117
H  -0.01  -3.45  1.23  0.1241
H  -0.73  -0.58  1.84  0.1014
H  -1.94  -1.71  1.34  0.1193
H  0.46  -1.28  -0.27  0.1182
H  -1.25  0.65  -0.05  0.1224
H  -2.39  -0.62  -0.54  0.1218
H  -1.69  0.80  -2.60  0.1319
H  -0.95  -0.89  -2.75  0.1194
H  0.57  0.14  -4.06  0.0943
H  1.60  1.49  -3.45  0.0620
H  -0.07  1.77  -3.79  0.0601
C  -6.84  6.16  -1.91  -0.0984
O  -5.83  6.00  -0.92  -0.2253
C  -5.69  7.16  -0.20  -0.2593
C  -4.71  6.82  0.90  -0.2153
N  -3.50  6.23  0.39  -0.0390
C  -2.51  6.03  1.44  -0.2191
C  -1.15  5.57  1.02  -0.2595
O  -1.29  4.44  0.22  -0.2140
C  -0.04  3.96  -0.24  -0.0725
H  -7.82  6.31  -1.48  0.0880
H  -6.86  5.33  -2.60  0.0786
H  -6.53  7.04  -2.51  0.0974
H  -6.68  7.53  0.10  0.1292
H  -5.24  7.92  -0.85  0.1296
H  -5.15  6.18  1.69  0.1282
H  -4.37  7.74  1.37  0.1158
H  -3.74  5.34  0.00  0.0682
H  -2.84  5.33  2.22  0.1126
H  -2.39  7.01  1.94  0.1254
H  -0.57  5.30  1.91  0.1344
H  -0.68  6.39  0.45  0.1305
H  0.41  4.71  -0.91  0.0852
H  -0.32  3.09  -0.84  0.0803
H  0.65  3.62  0.55  0.0900
O  -1.15  -3.35  -1.99  -0.1259
H  -0.84  -2.71  -1.25  0.0243
H  -1.50  -4.12  -1.52  -0.0012
C  -0.27  -6.49  -1.38  -0.1021
C  0.17  -7.86  -1.76  -0.2821
O  0.57  -8.66  -0.60  -0.0985
H  -0.76  -6.00  -2.23  0.0795
H  0.55  -5.85  -1.06  0.0760
H  -0.94  -6.57  -0.53  0.0741
H  1.05  -7.77  -2.38  0.1136
H  -0.59  -8.35  -2.38  0.1174
H  -0.19  -9.01  -0.12  0.0900
C  4.17  -6.81  2.07  -0.0864
C  3.11  -6.85  1.01  -0.3279
O  3.26  -7.96  0.12  -0.0742
H  4.05  -7.66  2.72  0.0758
H  4.03  -5.90  2.67  0.0642
H  5.17  -6.77  1.64  0.0793
H  3.05  -5.91  0.49  0.0641
H  2.12  -6.95  1.51  0.1102
H  2.44  -8.14  -0.34  0.0282
C  -4.14  -1.32  -3.45  -0.0720
C  -5.24  -0.43  -2.87  -0.3228
O  -5.97  0.13  -3.96  -0.0794
H  -3.58  -0.67  -4.11  0.0645
H  -4.49  -2.18  -4.03  0.0798
H  -3.43  -1.65  -2.68  0.0592
H  -4.67  0.30  -2.28  0.0780
H  -5.96  -0.91  -2.25  0.1078
H  -6.78  0.53  -3.64  0.0725
C  2.86  4.08  -3.15  -0.0801
C  3.25  3.98  -4.60  -0.3047
O  2.33  3.16  -5.31  -0.1265
H  1.78  4.20  -3.01  0.0619
H  3.38  4.94  -2.74  0.0769
H  3.14  3.17  -2.62  0.0565
H  4.20  3.48  -4.66  0.0971
H  3.26  4.98  -5.07  0.1123
H  1.43  3.58  -5.24  0.0499

(3)
Molecular formula: C3H3AgLiO3
Method: DFT, the ωB97M-V functional and the def2-TZVPD basis

Properties
DFT total energy = -13497.71433 eV
total charge = +1
Kohn-Sham gap = 8.13 eV
2S+1 = 1

Last column: Löwdin charge in e.
Positions of all 11 atoms, in Å:
H  -0.60  0.73  -1.23  0.1423
C  0.16  0.58  -0.43  -0.3320
C  1.48  0.92  -1.05  -0.2085
O  2.41  0.15  -1.14  -0.0269
O  0.12  -0.68  0.14  -0.3955
H  -0.05  1.41  0.29  0.1357
H  1.51  1.90  -1.59  0.1429
Ag  2.03  -1.85  0.05  0.8207
C  -1.60  -1.24  0.85  -0.0453
O  -2.41  -0.47  1.24  -0.0955
Li  -3.05  -1.45  2.86  0.8620

(4)
Molecular formula: C4H6
Method: DFT, the ωB97M-V functional and the def2-TZVPD basis

Properties
SMILES string = CC#CC
DFT total energy = -4241.17772 eV
Kohn-Sham gap = 10.33 eV
2S+1 = 1

Last column: Löwdin charge in e.
Positions of all 10 atoms, in Å:
C  1.67  -0.41  -1.28  -0.1136
C  0.53  0.01  -0.26  -0.1278
C  -0.34  0.31  0.52  -0.1249
C  -1.79  0.28  1.12  -0.1206
H  1.52  -1.50  -0.82  0.0902
H  1.53  -0.48  -2.34  0.0174
H  2.86  0.04  -1.23  0.1363
H  -1.69  0.76  2.11  0.0431
H  -2.49  0.81  0.23  0.1379
H  -2.11  -0.74  1.47  0.0621